1.
57
Properties=species:S:1:pos:R:3 method="wB97M-V/def2-TZVPD" lumo_energy_ev=-4.275 charge=+1 e_homo_ha=-0.373 fmax_ev_per_a=5.3 smiles="Cn1cc([C@@H](c2ccccc2)[C@H](C(=O)c2ccccc2)[n+]2ccccc2)c2ccccc21" orbital_gap_ev=5.863
C 4.205 1.075 2.228
N 2.826 0.690 2.486
C 1.822 1.581 2.672
C 0.596 0.928 2.926
C -0.704 1.570 2.763
C -1.918 0.617 2.752
C -2.013 -0.222 1.651
C -3.173 -0.949 1.397
C -4.232 -0.862 2.306
C -4.144 -0.065 3.456
C -2.939 0.610 3.722
C 0.961 -0.503 3.033
C 0.280 -1.715 3.194
C 0.973 -2.940 3.069
C 2.364 -2.948 2.783
C 3.085 -1.756 2.561
C 2.343 -0.594 2.691
H 4.807 0.166 2.270
H 4.324 1.557 1.243
H 4.541 1.787 3.002
H 1.974 2.636 2.499
H -0.833 2.403 1.900
H -1.176 -0.249 0.950
H -3.214 -1.590 0.521
H -5.125 -1.482 2.142
H -4.976 -0.003 4.170
H -2.831 1.156 4.670
H -0.772 -1.711 3.410
H 0.447 -3.893 3.190
H 2.908 -3.921 2.733
H 4.155 -1.722 2.306
C -5.767 3.006 5.897
C -5.985 3.156 4.512
C -4.932 3.543 3.683
C -3.611 3.633 4.200
C -2.464 3.719 3.241
C -1.091 3.120 3.482
N -0.138 4.311 3.369
C 0.073 4.781 2.105
C 1.121 5.618 1.759
C 1.999 6.053 2.766
C 1.824 5.549 4.078
C 0.744 4.699 4.350
O -2.676 4.162 2.122
C -3.424 3.563 5.582
C -4.490 3.252 6.434
H -6.582 2.683 6.550
H -6.990 2.975 4.090
H -5.122 3.795 2.631
H -0.941 2.546 4.399
H -0.628 4.412 1.374
H 1.211 5.953 0.717
H 2.798 6.781 2.534
H 2.529 5.844 4.862
H 0.568 4.300 5.340
H -2.439 3.823 5.967
H -4.332 3.195 7.516

***

2.
73
Properties=species:S:1:pos:R:3 method="wB97M-V/def2-TZVPD" lumo_energy_ev="-3.224 / -6.845" charge=+1 e_homo_ha="-0.340 / -0.361" fmax_ev_per_a=5.3 multiplicity=6 orbital_gap_ev="6.020 / 2.988"
Ru -0.553 0.254 0.396
O -1.362 -3.267 2.660
C -1.527 -2.150 2.178
O -0.624 -1.552 1.428
C -2.793 -1.307 2.472
C -3.799 -2.031 3.110
C -4.959 -1.418 3.553
C -5.156 -0.086 3.246
C -4.195 0.643 2.546
C -2.950 0.089 2.188
O -1.997 0.750 1.623
N -4.553 2.037 2.217
O -3.867 2.558 1.348
O -5.425 2.608 2.840
N -5.889 -2.201 4.418
O -5.568 -3.343 4.708
O -6.882 -1.608 4.810
H -3.647 -3.065 3.330
H -6.064 0.424 3.547
N 2.124 1.560 -1.489
C 1.142 2.553 -1.338
C 1.511 3.863 -1.650
C 0.606 4.886 -1.481
C -0.656 4.581 -0.986
C -0.968 3.268 -0.671
N -0.075 2.245 -0.864
C 2.181 0.174 -1.432
C 3.287 -0.417 -2.065
C 3.455 -1.790 -2.021
C 2.574 -2.546 -1.271
C 1.519 -1.900 -0.654
N 1.293 -0.578 -0.751
H 2.978 1.945 -1.842
H 2.521 4.061 -1.948
H 0.907 5.903 -1.720
H -1.419 5.349 -0.884
H -1.932 2.935 -0.345
H 3.995 0.209 -2.612
H 4.281 -2.245 -2.544
H 2.663 -3.614 -1.169
H 0.806 -2.442 -0.027
C -0.608 -3.501 -2.772
N -0.281 -2.126 -3.204
C -0.915 -1.013 -2.827
Se -2.212 -0.802 -1.545
N -0.342 0.009 -3.502
C 0.686 -0.441 -4.321
C 1.573 0.197 -5.161
C 2.454 -0.608 -5.839
C 2.507 -1.997 -5.654
C 1.646 -2.610 -4.769
C 0.717 -1.825 -4.125
H -1.128 -3.397 -1.812
H 0.283 -4.102 -2.632
H -1.287 -3.976 -3.514
H -0.672 0.951 -3.345
H 1.519 1.257 -5.370
H 3.121 -0.170 -6.563
H 3.216 -2.569 -6.231
H 1.676 -3.674 -4.639
C 2.607 2.957 4.374
N 2.166 1.563 4.324
C 2.386 0.611 5.335
C 1.955 -0.576 4.819
N 1.454 -0.321 3.563
C 1.591 0.986 3.237
S 1.251 1.699 1.738
H 2.484 3.324 5.373
H 1.974 3.476 3.634
H 3.647 3.004 4.058
H 2.747 0.875 6.305
H 1.818 -1.540 5.254
H 0.983 -0.996 2.958